(i)
Density functional theory data (ωB97M-V/def2-TZVPD) for C6H8N2O3S in the gas phase.

The LUMO energy is 0.673 eV. The highest occupied orbital energy is -9.119 eV. Its orbital gap is 9.7918 eV.

ORCA input file:
```
! RIJCOSX wB97M-V def2-TZVPD def2/J DEFGRID3
* xyz 0 1
H 2.32 2.85 -0.39
N 1.98 1.90 -0.36
C 0.78 1.71 -0.23
C -0.46 2.55 -0.26
O -1.65 2.03 0.32
C 0.80 -0.10 -0.20
O 0.89 -0.39 -1.62
O 1.98 -0.38 0.48
C -0.17 -1.25 0.25
N -1.32 -1.10 0.71
C -1.88 -2.31 1.07
C -1.10 -3.39 0.75
S 0.34 -2.91 0.06
H -0.53 2.97 -1.34
H -0.33 3.44 0.51
H -1.86 1.13 0.04
H 1.58 0.10 -2.06
H 2.76 -0.12 -0.03
H -2.86 -2.32 1.45
H -1.28 -4.44 0.86
*
```


(ii)
Density functional theory data (ωB97M-V/def2-TZVPD) for C6H8N2O3S in the gas phase.

The LUMO energy (alpha / beta) is -0.481 / -0.482 eV. The highest occupied orbital energy (alpha / beta) is -7.760 / -7.757 eV. Its orbital gap (alpha / beta) is 7.2782 / 7.2744 eV.

ORCA input file:
```
! RIJCOSX wB97M-V def2-TZVPD def2/J DEFGRID3
* xyz 0 1
C -1.24 -0.53 -0.54
C -1.84 -0.24 0.70
C -1.44 0.24 1.90
C 1.08 -0.17 -0.06
C -3.32 -0.57 0.67
C 3.34 1.26 -0.94
N 0.08 -0.42 -0.93
N 0.70 0.14 1.12
O 1.51 0.49 2.09
O -1.44 0.55 3.00
O 2.30 -0.96 -2.19
S 2.77 -0.56 -0.82
H -1.87 -0.85 -1.33
H -3.58 -1.44 -0.01
H -3.70 -0.95 1.75
H -3.91 0.24 0.42
H 3.36 1.46 -2.01
H 4.34 1.28 -0.61
H 2.59 1.81 -0.25
H 0.29 -0.75 -1.95
*
```


On energetic grounds, (i) is preferred over the next structure by 276.2 kJ/mol.


(i)
Density functional theory data (ωB97M-V/def2-TZVPD) for a 4-piece molecular cluster, C2H12N2O3 overall.

The LUMO energy is 0.739 eV. The highest occupied orbital energy is -9.403 eV. Its orbital gap is 10.1420 eV.

ORCA input file:
```
! RIJCOSX wB97M-V def2-TZVPD def2/J DEFGRID3
* xyz 0 1
H 1.92 -1.93 0.79
N 1.75 -2.20 -0.18
C 0.64 -2.83 -0.28
N -0.17 -3.27 0.73
C -1.59 -3.52 0.47
H 0.10 -2.74 -1.22
H 0.27 -3.39 1.62
H -2.12 -3.22 1.37
H -1.78 -4.56 0.21
H -1.91 -2.86 -0.33
O 0.40 2.93 0.88
H 0.40 1.99 0.63
H 1.12 3.30 0.37
O -0.89 7.43 -0.92
H -1.26 6.70 -1.42
H -0.79 6.96 -0.08
O 1.09 0.64 -0.66
H 1.54 -0.16 -0.39
H 1.29 0.75 -1.59
*
```


(ii)
Density functional theory data (ωB97M-V/def2-TZVPD) for a 4-piece molecular cluster, C2H12N2O3 overall.

The LUMO energy is 0.436 eV. The highest occupied orbital energy is -9.164 eV. Its orbital gap is 9.5994 eV.

ORCA input file:
```
! RIJCOSX wB97M-V def2-TZVPD def2/J DEFGRID3
* xyz 0 1
C -0.29 1.04 1.91
N 0.95 1.63 1.48
C 1.68 0.95 0.71
N 1.49 -0.34 0.26
H -0.13 0.29 2.69
H -0.95 1.82 2.28
H -0.87 0.55 1.14
H 2.63 1.36 0.38
H 0.53 -0.67 0.28
H 1.98 -0.56 -0.59
O -3.29 -0.74 1.11
H -2.60 -1.34 1.42
H -4.00 -1.34 0.83
O 2.08 -0.86 -2.93
H 2.72 -0.15 -2.85
H 1.97 -1.01 -3.87
O -1.73 -0.71 -1.60
H -1.12 0.03 -1.57
H -2.01 -0.86 -0.68
*
```


On energetic grounds, (ii) is preferred over the next structure by 20.6 kJ/mol.


(i)
Density functional theory data (ωB97M-V/def2-TZVPD) for a 3-piece molecular cluster, C4H12NO overall.

The LUMO energy (alpha / beta) is 0.907 / -0.183 eV. The highest occupied orbital energy (alpha / beta) is -7.591 / -9.696 eV. Its orbital gap (alpha / beta) is 8.4972 / 9.5133 eV.

ORCA input file:
```
! RIJCOSX wB97M-V def2-TZVPD def2/J DEFGRID3
* xyz 0 2
C 1.16 1.66 1.02
C 0.04 1.51 0.03
C 0.09 0.77 -1.14
C -0.85 0.75 -2.14
N 1.02 -2.60 0.45
H 0.74 2.13 1.91
H 1.95 2.30 0.62
H -0.83 2.15 0.17
H 1.54 0.68 1.30
H 0.97 0.14 -1.28
H -0.72 0.14 -3.02
H -1.71 1.41 -2.04
H 1.22 -2.95 1.37
H 0.06 -2.28 0.43
H 1.10 -3.39 -0.18
H -2.64 -1.00 1.14
H -1.34 -0.29 0.62
O -1.79 -1.14 0.73
*
```


(ii)
Density functional theory data (ωB97M-V/def2-TZVPD) for a 3-piece molecular cluster, C4H12NO overall.

The LUMO energy (alpha / beta) is 0.769 / -2.489 eV. The highest occupied orbital energy (alpha / beta) is -8.657 / -8.593 eV. Its orbital gap (alpha / beta) is 9.4261 / 6.1038 eV.

ORCA input file:
```
! RIJCOSX wB97M-V def2-TZVPD def2/J DEFGRID3
* xyz 0 2
C 1.37 1.31 1.25
C 0.59 0.48 0.23
C 0.99 -0.49 -0.70
C 2.30 -1.32 -0.76
O -1.78 -1.02 -1.02
N -3.04 0.92 0.45
H 0.61 1.72 1.94
H 1.95 0.61 1.88
H 2.00 2.16 0.95
H -0.50 0.63 0.04
H 0.07 -0.90 -1.31
H 3.22 -0.79 -0.51
H 2.08 -2.11 -0.02
H 2.44 -1.83 -1.72
H -2.84 -0.03 0.04
H -2.24 -1.73 -1.50
H -3.85 0.84 1.06
H -3.37 1.55 -0.31
*
```


On energetic grounds, (i) is preferred over the next structure by 235.3 kJ/mol.


(i)
Density functional theory data (ωB97M-V/def2-TZVPD) for an isolated ion of composition C4H8O3P and charge -1.

The LUMO energy is 3.785 eV. The highest occupied orbital energy is -3.912 eV. Its orbital gap is 7.6970 eV.

ORCA input file:
```
! RIJCOSX wB97M-V def2-TZVPD def2/J DEFGRID3
* xyz -1 1
C -1.33 -0.06 1.83
C -0.59 -0.73 0.66
P 0.66 0.35 -0.16
C -0.11 0.99 -1.65
O 0.97 1.68 0.77
C 2.11 -0.83 -0.96
O 2.43 -1.79 -0.27
O 2.25 -0.46 -2.12
H -2.34 0.26 1.56
H -1.70 -0.76 2.63
H -0.66 0.62 2.23
H -1.07 -1.17 -0.17
H 0.00 -1.42 1.19
H -0.58 0.07 -2.18
H -0.79 1.68 -1.23
H 0.75 1.57 -2.13
*
```


(ii)
Density functional theory data (ωB97M-V/def2-TZVPD) for C4H8O3P as an isolated structure.

The LUMO energy (alpha / beta) is 3.219 / 3.219 eV. The highest occupied orbital energy (alpha / beta) is -3.211 / -3.211 eV. Its orbital gap (alpha / beta) is 6.4300 / 6.4306 eV.

ORCA input file:
```
! RIJCOSX wB97M-V def2-TZVPD def2/J DEFGRID3
* xyz -1 1
C -2.80 0.11 0.62
C -1.60 -0.21 0.05
C -0.84 0.97 -0.68
C 2.09 -1.30 0.15
O 2.19 0.96 -1.36
O 1.96 1.23 1.29
O -0.97 -1.33 0.16
P 1.73 0.47 -0.01
H -3.39 -0.71 1.12
H -3.35 1.00 0.64
H -0.50 0.75 -1.63
H -1.23 1.88 -0.69
H 0.13 0.93 -0.22
H 1.30 -1.79 0.66
H 2.16 -1.74 -0.83
H 3.13 -1.21 0.71
*
```


On energetic grounds, (i) is preferred over the next structure by 141.0 kJ/mol.


(i)
Density functional theory data (ωB97M-V/def2-TZVPD) for C3H3BrO in the gas phase.

The LUMO energy is 0.577 eV. The highest occupied orbital energy is -10.286 eV. Its orbital gap is 10.8637 eV.

ORCA input file:
```
! RIJCOSX wB97M-V def2-TZVPD def2/J DEFGRID3
* xyz 0 1
C -1.79 1.33 -0.18
C -0.78 0.73 0.02
C 0.78 -0.30 0.08
O 0.57 -1.35 -0.73
Br 1.00 -0.77 1.98
H -2.66 1.91 -0.27
H 1.57 0.40 -0.19
H 1.31 -1.96 -0.70
*
```


(ii)
Density functional theory data (ωB97M-V/def2-TZVPD) for C3H3BrO in the gas phase.

The LUMO energy is 0.338 eV. The highest occupied orbital energy is -8.260 eV. Its orbital gap is 8.5976 eV.

ORCA input file:
```
! RIJCOSX wB97M-V def2-TZVPD def2/J DEFGRID3
* xyz 0 1
C 0.59 -0.48 -0.86
C -0.30 0.01 0.16
C -0.67 1.03 0.89
Br -0.69 1.79 2.58
O -1.39 -0.50 0.61
H 0.00 -0.58 -1.69
H 0.97 -1.43 -0.69
H 1.50 0.16 -1.01
*
```


(iii)
Density functional theory data (ωB97M-V/def2-TZVPD) for a 2-piece molecular cluster, C3H3BrO overall.

The LUMO energy is -0.649 eV. The highest occupied orbital energy is -10.316 eV. Its orbital gap is 9.6672 eV.

ORCA input file:
```
! RIJCOSX wB97M-V def2-TZVPD def2/J DEFGRID3
* xyz 0 1
C -2.04 0.00 -0.50
C -1.26 -0.14 0.41
C -0.09 -0.40 1.16
O 0.97 -0.07 0.63
H -2.81 0.04 -1.33
H -0.13 -0.71 2.23
Br 3.26 0.66 -1.74
H 2.09 0.62 -0.86
*
```


On energetic grounds, (iii) is preferred over the next structure by 86.2 kJ/mol.


(i)
Density functional theory data (ωB97M-V/def2-TZVPD) for C5H6N4 in the gas phase.

The LUMO energy (alpha / beta) is -0.686 / -0.686 eV. The highest occupied orbital energy (alpha / beta) is -8.582 / -8.583 eV. Its orbital gap (alpha / beta) is 7.8959 / 7.8965 eV.

ORCA input file:
```
! RIJCOSX wB97M-V def2-TZVPD def2/J DEFGRID3
* xyz 0 1
H -4.12 -0.81 1.02
N -4.00 0.13 0.83
N -3.07 0.40 0.09
N -2.22 -0.17 -0.57
C -0.98 -0.36 -0.87
C 0.30 0.05 -0.14
C 1.50 -0.15 -1.02
C 0.31 0.71 1.00
C 0.42 1.11 2.19
N 0.67 1.66 3.22
H -0.96 -0.74 -1.94
H 1.47 -0.91 -1.66
H 1.64 0.68 -1.62
H 2.24 -0.39 -0.26
H 0.05 1.62 4.02
*
```


(ii)
Density functional theory data (ωB97M-V/def2-TZVPD) for C5H6N4 in the gas phase.

The LUMO energy is 0.475 eV. The highest occupied orbital energy is -8.611 eV. Its orbital gap is 9.0857 eV.

ORCA input file:
```
! RIJCOSX wB97M-V def2-TZVPD def2/J DEFGRID3
* xyz 0 1
H 1.86 -1.71 0.47
N 2.35 -0.91 0.00
C 1.39 -0.09 -0.05
N 1.36 1.26 -0.39
C 0.17 1.62 -0.16
N -0.65 0.75 0.69
N 0.14 -0.42 0.52
C -0.67 -1.53 -0.16
C -1.90 -0.76 -0.41
C -1.92 0.56 0.05
H -0.40 2.53 -0.80
H -0.67 -2.68 0.34
H -0.06 -1.75 -1.02
H -2.80 -1.24 -0.73
H -2.73 1.29 0.36
*
```


On energetic grounds, (ii) is preferred over the next structure by 225.8 kJ/mol.